(1)
A structure of composition C6H11NO2. Source: the Open Molecules 2025 dataset; level of theory: the ωB97M-V functional and the def2-TZVPD basis.

The molar mass comes out at 129.2 g/mol. The energy above the lowest of the compared OMol25 structures with the same formula, charge and spin comes out at 528.41 kJ/mol. The calculation puts the calculated total energy at -440.28598 Ha.

```
20
Properties=species:S:1:pos:R:3:forces:R:3
H 1.2801 -0.5448 2.4013 1.11 -3.85 -0.23
H -2.7091 -0.4481 1.3256 0.85 -1.43 -1.66
H -1.8085 -1.7922 -0.0434 -0.87 2.06 2.37
H 0.3323 -1.4126 -0.9704 -0.15 0.57 -4.18
H 1.4632 0.0384 -3.3133 -1.79 -1.54 0.93
H -0.2234 0.3964 -3.2106 -1.45 -0.60 -0.82
H 2.0390 1.0307 2.3256 -1.62 -0.73 0.08
H 0.4434 1.8186 0.6311 0.08 -0.33 0.05
O 1.4418 1.6337 -1.6219 -0.32 1.34 1.05
H -1.3939 -1.5115 1.8507 -0.16 1.06 -2.45
C 0.3125 0.7644 0.8931 1.06 -0.75 0.72
O 0.2022 -1.5351 -2.2499 0.09 0.72 1.94
C 0.7582 0.6594 -1.5348 1.10 -1.70 -0.77
C 0.4762 -0.2229 -2.6777 2.62 0.20 -1.03
C -0.9407 0.2185 0.3283 -0.64 -0.19 0.87
C -1.7865 -0.9707 0.8534 0.99 -1.27 1.28
H -1.7329 0.9763 0.0377 1.73 -0.60 -0.84
N 0.4073 -0.0865 -0.4043 -1.84 2.45 4.68
H 0.3675 0.5640 3.1171 0.54 0.82 -0.59
C 1.0713 0.4240 2.2626 -1.33 3.78 -1.42
```
Positions in Å, forces in eV/Å.

(2)
The molecule C4H10N2O. Source: the Open Molecules 2025 dataset; level of theory: the ωB97M-V functional and the def2-TZVPD basis.

The molar mass comes out at 102.1 g/mol. As for the SMILES: NCC[C@@H](N)C=O. The energy above the lowest of the compared OMol25 structures with the same formula, charge and spin comes out at 179.51 kJ/mol. The calculation puts the calculated total energy at -343.13309 Ha.

```
17
Properties=species:S:1:pos:R:3:forces:R:3
C -1.2735 1.4431 -0.3942 -0.50 -0.62 -0.21
H -1.5491 2.7010 1.1671 -0.07 0.27 -0.07
H -1.9247 0.7666 -0.9573 -0.12 0.01 0.08
H 0.6820 1.1866 0.4107 0.19 -0.16 0.07
H -0.5639 0.5034 1.3990 -0.22 -0.39 0.04
C 0.1472 -0.7201 -0.2770 1.56 -0.49 -1.39
H -2.7250 1.6371 0.9782 -0.22 0.08 0.06
H 0.5891 -0.4995 -2.3501 -0.38 -0.11 0.10
O 2.0049 -2.0324 0.5050 0.24 -0.15 0.00
N 1.0129 -0.4637 -1.4392 0.44 0.45 0.12
N -2.1377 2.2766 0.4554 0.46 -0.36 0.07
H -0.8181 2.0577 -1.1625 0.31 0.20 0.06
C -0.2325 0.5925 0.3626 -0.39 0.93 0.13
H 0.3984 -1.7428 1.6792 0.06 0.00 -0.03
C 0.9197 -1.5721 0.7143 -0.39 0.19 0.13
H -0.6252 -1.3872 -0.6643 -0.90 0.26 0.63
H 1.8547 -1.0232 -1.4467 -0.07 -0.12 0.21
```
Positions in Å, forces in eV/Å.

(3)
The molecule C4H7ClN4. Source: the Open Molecules 2025 dataset; level of theory: the ωB97M-V functional and the def2-TZVPD basis.

The molar mass comes out at 146.6 g/mol. The energy above the lowest of the compared OMol25 structures with the same formula, charge and spin comes out at 442.54 kJ/mol. The calculation puts the calculated total energy at -835.59710 Ha.

```
16
Properties=species:S:1:pos:R:3:forces:R:3
H 1.9341 1.8704 1.3893 1.24 0.90 0.02
H -2.4811 -2.5697 0.5166 0.01 0.88 -0.06
H 1.2234 -0.7059 -0.4205 0.25 -1.72 -1.05
N -0.7062 -1.1521 -0.0639 -1.41 -0.17 0.08
C 0.7043 0.5888 0.8608 -0.33 1.40 1.05
N 0.3940 -0.3626 -0.0090 -0.28 1.09 -0.01
C -2.3560 0.6331 -0.5124 0.69 0.28 0.26
H 2.2810 0.5383 -1.2015 -0.90 -0.91 -1.57
N -2.8853 -1.6443 0.3163 -0.30 -1.98 0.45
H 3.2709 1.8756 -0.7756 -0.43 -0.23 0.29
C -1.9617 -0.6883 -0.0070 2.03 -0.23 -0.49
Cl -3.9974 0.9629 -0.1912 0.19 -0.15 0.01
H -3.7531 -1.7911 -0.1883 0.23 0.83 -0.04
C 2.8046 0.9419 -0.4056 0.30 3.45 0.53
N 1.9713 1.1261 0.7358 -4.15 -1.08 0.30
H 3.5571 0.3768 -0.0437 2.87 -2.35 0.22
```
Positions in Å, forces in eV/Å.

(4)
A structure of composition C23H41Cl3N3O3SiSn. Source: the Open Molecules 2025 dataset; level of theory: the ωB97M-V functional and the def2-TZVPD basis.

The molar mass comes out at 660.8 g/mol. The energy above the lowest of the compared OMol25 structures with the same formula, charge and spin comes out at 27.49 kJ/mol. As for the net charge: -1. The calculation puts the calculated total energy at -3175.46559 Ha.

```
75
Properties=species:S:1:pos:R:3:forces:R:3
C -0.1889 0.6751 -9.9109 0.06 0.20 -0.26
H 2.5357 3.1049 -11.2771 -0.32 -0.23 0.11
H -1.4400 0.1688 -3.8616 0.10 -0.06 0.05
C -0.4210 1.3975 -11.0888 0.15 -0.09 0.35
C 1.0248 0.8196 -9.2422 0.31 0.02 0.17
N -0.6089 0.1957 1.3009 -1.49 0.49 3.99
H -1.3913 -4.6627 0.1017 0.08 -0.03 -0.19
H -2.1719 1.6584 3.5571 0.04 -0.27 -0.12
C -0.5012 2.4437 -6.3877 -0.05 0.29 -0.24
H -0.5000 2.7907 -7.4315 -0.03 -0.08 0.20
C -0.0632 2.5532 -2.1872 -1.62 -2.77 1.29
C 1.9800 1.7382 -9.7013 -0.35 -0.40 -0.08
H 1.9519 -2.0111 -6.3340 0.12 -0.10 -0.25
H -2.7117 -0.9482 -6.6758 0.07 0.27 -0.03
H 0.4031 2.7726 -12.5382 0.04 -0.11 0.31
H -2.4308 2.9727 -3.9486 0.09 0.00 0.32
H 1.5564 -3.5730 -11.0276 0.12 -0.13 0.25
H -1.7863 -5.4862 -1.4485 0.02 0.11 0.15
H -0.4035 -1.0997 -4.5712 -0.07 0.19 0.06
H 0.0013 1.6155 4.7287 -0.06 -0.12 -0.09
C 0.5690 2.2460 -11.5960 -0.05 -0.07 0.07
H -2.4483 4.5666 -3.1765 -0.03 -0.13 0.07
C 1.7684 2.4231 -10.8970 -0.07 0.07 0.08
C 2.0781 -3.3267 -10.0928 -0.08 -0.38 -0.35
C -0.6818 0.7689 4.8344 0.29 0.00 0.09
H 0.1882 4.4211 -4.5513 -0.04 0.08 0.31
H -0.9274 -0.0266 -9.5103 0.23 0.29 -0.20
C -2.1466 3.5238 -3.0402 0.27 -0.01 -0.07
H 0.4824 2.6831 -5.9587 -0.20 -0.11 -0.06
O 0.2617 -0.2381 -7.1714 0.06 -0.12 -0.44
H -0.4835 5.5413 -3.3403 0.17 -0.07 0.04
Cl 1.7448 -0.8582 -2.6558 2.09 -0.88 -2.22
C 1.3645 -0.0600 -8.0498 -0.50 0.03 0.42
H 2.8884 1.8638 -9.1069 -0.17 0.03 -0.34
H -1.3812 1.2824 -11.5931 0.30 0.07 -0.01
Si -0.8354 0.6048 -6.2517 0.23 -0.48 0.18
H -2.4178 -0.0740 3.8441 0.19 0.18 -0.20
H 0.2990 0.4328 -4.1164 -0.19 -0.17 0.06
Sn 0.4408 -0.1438 -0.7882 0.63 -0.53 -0.30
H 3.5191 -2.0115 -7.1606 -0.30 0.03 -0.06
H -1.7277 -2.3841 0.2487 0.00 -0.29 -0.31
H 1.0460 4.6750 -2.9985 -0.19 0.02 -0.14
H -0.4556 -2.8804 -3.3006 -0.23 -0.10 0.04
N -0.6941 3.5195 -2.8356 -0.22 0.89 -0.63
H 2.3796 -3.3213 -7.4856 0.00 0.25 0.21
H -2.2161 -2.5973 -3.3875 0.17 -0.11 0.06
C -1.6540 0.6918 3.6440 -0.24 0.20 0.92
H 1.1576 -1.3684 -10.4158 0.21 0.03 0.26
H -2.7119 0.3430 -7.9054 -0.06 -0.03 0.21
O -1.4264 -1.1259 -1.3466 -2.45 -2.95 0.46
H -3.3138 0.6715 -6.2564 0.13 -0.13 -0.14
C -1.4411 -3.2800 -3.0190 0.27 0.14 0.39
H -1.2623 3.0225 -5.8453 0.18 -0.11 -0.11
H 2.1834 0.4131 -7.4899 -0.03 0.08 -0.04
C -0.6009 -0.0244 -4.5346 -0.15 0.41 -0.45
O -0.6787 1.5329 -1.7137 0.18 4.66 -2.14
C 0.0620 4.6026 -3.4736 -0.03 -0.28 0.06
H -2.6631 3.1027 -2.1744 0.22 -0.07 -0.17
H 1.8533 -4.1044 -9.3502 0.11 0.14 -0.22
H -1.5725 -4.2748 -3.4492 -0.04 0.07 -0.04
Cl 1.0154 -2.2117 0.3753 0.64 -2.02 1.37
Cl 2.0122 1.4459 0.0699 1.80 1.88 1.02
C -1.1938 -4.6939 -0.9741 0.13 0.42 -0.26
N -1.5521 -3.4024 -1.5657 0.07 -1.45 -0.71
C 2.4481 -2.2446 -7.2865 0.14 -0.09 0.10
H 3.1543 -3.3644 -10.3199 -0.21 -0.01 0.15
H 1.0230 2.6618 -2.0624 -0.14 -0.03 0.01
C -2.5549 0.1283 -6.8391 -0.07 0.14 -0.25
H -0.0725 -0.1341 4.9302 -0.12 0.08 -0.14
C -1.0198 0.3973 2.3715 0.45 -0.26 -2.11
C 1.8351 -1.4659 -8.4149 -0.30 0.02 -0.87
C -1.5929 -2.2976 -0.8358 -0.07 2.95 -0.14
H -0.1237 -4.9075 -1.1348 -0.32 0.08 0.17
H -1.2169 0.9025 5.7807 -0.10 -0.02 -0.25
C 1.6454 -1.9680 -9.6473 0.21 0.46 0.64
```
Positions in Å, forces in eV/Å.

Which of these has the highest energy above the lowest of the compared OMol25 structures with the same formula, charge and spin?
C6H11NO2

What is the formula in the second record?
C4H10N2O

What is the energy above the lowest of the compared OMol25 structures with the same formula, charge and spin in the fourth record?
27.49 kJ/mol

Number 3 is which compound?
C4H7ClN4